Entry 1:
74
Properties=species:S:1:pos:R:3:forces:R:3 method="wB97M-V/def2-TZVPD" orbital_gap_ha=0.2654 e_tot_ev=-256305.64266 total_charge=+1 spin_multiplicity=1
C 4.382917 5.312376 -0.533351 0.04 0.14 0.10
C 5.281037 4.447897 -1.014163 -0.69 0.01 -0.30
C 5.015834 2.961095 -1.027269 -0.58 0.08 0.42
O 5.022916 2.380849 0.043591 0.23 0.25 -1.40
O 4.766080 2.357796 -2.213931 0.94 0.38 0.19
C 5.261619 1.012383 -2.291939 -0.41 -0.86 0.18
C 4.299820 -0.028901 -1.686361 0.71 -0.63 0.19
C 4.130047 -1.308243 -2.560280 -0.96 0.76 0.07
C 2.685894 -1.427536 -3.138182 0.77 -0.07 0.86
C 1.782971 -2.259097 -2.207884 -1.23 0.41 -0.54
C 1.322356 -1.395177 -1.020709 0.77 -0.68 -0.33
N 0.308372 -2.069724 -0.164517 0.89 0.41 -1.10
N 0.034412 -3.409721 -0.340205 -0.78 -0.01 0.80
C -0.283776 -1.315069 0.758529 0.24 -0.59 -0.34
N 0.047706 -0.026616 0.922251 -0.59 -0.56 0.54
C -0.752127 0.386064 1.913984 1.32 0.64 -1.13
C -0.678170 1.816727 2.341844 -0.75 0.24 0.86
C -1.791916 2.711297 1.764172 0.34 0.55 -0.41
C -1.814630 2.829944 0.249224 -0.08 -0.34 0.52
C -2.977632 3.237869 -0.362002 -1.10 0.26 0.81
C -3.105889 3.346285 -1.720747 -0.47 0.17 -0.07
C -2.028894 3.031238 -2.519405 -0.92 0.31 -0.80
C -0.854732 2.657909 -1.931810 0.76 -0.28 -0.94
C -0.741769 2.558952 -0.567965 0.99 -0.20 0.54
N -1.527888 -0.581870 2.360018 -0.32 1.14 0.80
C -2.499569 -0.402143 3.434827 -1.35 -0.78 1.13
C -2.199138 -1.282595 4.677352 0.17 -0.32 -0.41
C -3.977091 -0.542673 2.957440 0.72 -0.24 -0.84
C -4.162552 -0.237866 1.450774 -0.91 -0.29 0.36
C -5.619442 0.182140 1.200850 0.18 -0.08 -0.36
N -1.250933 -1.712558 1.618670 -0.13 -0.01 0.18
I -2.239826 -3.468795 1.893738 0.06 0.00 0.01
H 4.715588 6.131691 0.101122 0.01 0.70 -1.13
H 3.315308 5.243577 -0.733491 -0.02 -0.74 1.00
H 6.230808 4.850751 -1.361378 0.49 -0.63 0.96
H 5.433480 0.777955 -3.344478 -0.19 0.42 -0.02
H 6.229382 0.945129 -1.787634 -0.10 0.19 -0.03
H 3.344034 0.437254 -1.439143 0.08 0.05 -0.20
H 4.731737 -0.363542 -0.737353 -0.16 0.32 0.05
H 4.299106 -2.179621 -1.923002 0.31 -0.06 -0.32
H 4.844317 -1.279953 -3.386389 0.08 -0.23 0.19
H 2.719707 -1.833901 -4.149534 -0.20 -0.09 0.13
H 2.265235 -0.416089 -3.164389 -0.02 -0.13 -0.44
H 0.875907 -2.493559 -2.786056 0.15 -0.19 0.08
H 2.219335 -3.210644 -1.896738 0.21 0.16 -0.07
H 2.210370 -1.184392 -0.417034 -0.29 0.34 0.13
H 0.914401 -0.478945 -1.449353 -0.04 0.07 0.40
H 0.838824 -4.006377 -0.206351 0.03 0.04 -0.09
H -0.469676 -3.614423 -1.192898 0.30 0.14 0.05
H -0.743262 1.893249 3.433287 0.06 -0.13 -0.10
H 0.296874 2.226791 2.081731 -0.01 -0.32 -0.19
H -1.618286 3.727000 2.142041 0.02 -0.19 0.19
H -2.789655 2.436347 2.121396 0.16 -0.17 0.00
H -3.832073 3.488171 0.265126 0.03 -0.06 -0.06
H -4.060231 3.673366 -2.115674 0.13 -0.04 -0.21
H -2.157604 3.095167 -3.593756 0.29 -0.05 0.02
H -0.025677 2.421780 -2.591634 0.15 0.02 0.27
H 0.213592 2.262740 -0.151840 -0.06 -0.03 -0.01
H -2.427784 0.621508 3.795505 0.59 0.11 -0.63
H -1.227243 -1.779823 4.594720 -0.03 0.20 0.03
H -2.188418 -0.688335 5.590845 -0.10 -0.04 -0.08
H -2.937864 -2.081690 4.763696 0.01 0.15 0.14
H -4.293245 -1.575394 3.127626 -0.15 0.18 0.10
H -4.626901 0.107530 3.547486 0.22 -0.01 0.11
H -3.450323 0.491165 1.053618 -0.13 0.04 0.12
H -4.028460 -1.176992 0.900664 0.31 0.20 -0.06
H -5.893414 1.085530 1.751968 0.04 -0.08 -0.02
H -6.287604 -0.632708 1.496374 0.01 0.17 0.11
H -5.804117 0.356525 0.137254 0.06 0.08 0.11
C -0.502130 -7.493641 -1.038974 0.01 -0.05 0.11
Br -1.829797 -8.336458 0.067030 0.08 0.10 -0.05
Br -1.213267 -5.946851 -1.947941 -0.13 -0.27 -0.15
Br 1.090215 -7.055999 -0.042105 -0.08 0.01 -0.04
H -0.217197 -8.206128 -1.800884 0.00 0.04 -0.01

Entry 2:
76
Properties=species:S:1:pos:R:3:forces:R:3 method="wB97M-V/def2-TZVPD" orbital_gap_ha=0.0764 e_tot_ev=-58717.79615 total_charge=-2 spin_multiplicity=1
C 5.547661 -3.966955 3.054041 -0.71 -1.12 0.17
C 4.063832 -3.939698 2.397103 0.81 0.76 0.67
C 3.865851 -2.686179 1.367886 -0.08 -1.99 0.38
N 2.654472 -1.950566 1.837313 -0.71 0.61 -1.63
C 1.880586 -1.356122 0.741681 -1.28 2.92 -2.56
C 0.728818 -2.094624 -0.040759 0.69 2.21 -0.02
P 0.414681 -3.884506 0.482056 3.28 -0.17 -1.23
O 1.687365 -4.752856 0.594272 -2.32 1.40 0.03
C -0.095873 -1.358927 -1.187816 1.53 2.42 0.50
C -1.314280 -2.092362 -1.965806 0.33 -0.12 0.30
C -2.405895 -2.739059 -0.972812 0.34 -0.11 0.12
C -3.932123 -2.344184 -1.289865 -0.02 -1.42 1.58
C -4.707908 -2.334185 0.148431 0.12 0.49 0.10
C -6.008049 -1.385213 0.154349 0.98 -0.29 0.09
C -6.173241 -0.534674 1.524577 -0.29 0.53 -1.71
C -6.818876 0.891211 1.082596 0.68 -1.26 1.06
O -5.757896 1.835051 0.712845 -2.27 0.09 0.47
C -6.412247 3.140970 0.793575 0.63 -0.01 -0.19
C 0.227460 0.130654 -1.574823 1.92 -1.35 2.32
C -0.569389 0.971875 -2.677516 -1.07 -0.65 1.08
N -0.436407 0.475827 -4.071752 0.65 0.89 0.49
C 0.944935 0.618748 -4.614183 0.67 -1.17 -0.79
C 1.397067 0.851613 -0.833199 -0.68 -2.48 0.68
C 2.181060 0.094952 0.288266 -1.36 -0.19 -1.16
C 3.279194 1.129610 0.803013 -0.83 -2.04 -0.19
O 4.069053 0.894768 1.770270 -2.03 1.58 -2.80
N 3.163378 2.274245 -0.087436 -0.35 -0.03 1.84
C 3.755078 3.568617 0.341948 1.04 1.45 -0.09
C 2.999813 4.280604 1.566564 -0.53 1.06 -1.97
O 3.727611 4.144315 2.822141 -1.82 -2.63 1.24
C 3.118640 3.221519 3.704818 -2.08 0.16 0.90
O 1.904778 3.176053 4.013998 3.98 0.39 -1.54
C 2.002607 2.299035 -0.986958 -0.41 -0.61 -0.54
O 1.683907 3.289707 -1.703496 0.83 -3.23 2.39
H 5.850831 -2.957719 3.496846 -0.39 -1.36 -0.79
H 5.481449 -4.733898 3.919985 0.34 1.23 -1.23
H 6.340419 -4.375794 2.327454 -1.11 0.89 1.02
H 3.340634 -3.787703 3.282351 0.96 -0.16 -1.50
H 3.798364 -4.944880 1.927943 0.42 1.51 0.50
H 3.632602 -3.137519 0.339207 0.36 0.88 1.52
H 4.820929 -2.061523 1.320403 -1.36 -0.57 0.08
H 2.878988 -1.247166 2.564240 -0.06 -0.38 -1.07
H -0.331781 -3.923237 1.704051 -0.08 0.13 -0.61
H -0.378271 -4.452814 -0.595162 0.01 0.65 0.99
H -0.897248 -2.930987 -2.639424 -0.50 1.33 0.90
H -1.887745 -1.355867 -2.645136 1.20 -1.00 1.13
H -2.344641 -3.892298 -0.997113 -0.06 1.83 0.03
H -2.094583 -2.425062 0.098145 -0.76 -0.40 -1.67
H -4.385925 -3.249735 -1.852128 0.62 1.84 0.39
H -4.055741 -1.361801 -1.860661 0.22 -1.38 0.86
H -4.955846 -3.418423 0.469294 0.31 1.71 -0.60
H -4.002151 -1.932936 0.967598 -0.91 -0.56 -1.40
H -5.866473 -0.634331 -0.711858 -0.39 -1.18 1.34
H -6.915623 -2.052522 -0.043773 0.98 1.24 0.23
H -6.848365 -1.124265 2.230717 0.90 1.07 -0.74
H -5.165853 -0.288249 2.008074 -1.40 -0.56 -0.66
H -7.513006 0.711713 0.183894 0.73 0.49 1.40
H -7.352347 1.304301 2.006654 0.33 -0.39 -1.39
H -5.721746 3.921830 0.308551 -1.08 -1.24 0.82
H -6.581087 3.364579 1.906483 0.08 -0.01 -1.60
H -7.406628 3.077083 0.231966 1.23 0.38 0.76
H -0.301307 2.083992 -2.576940 -0.05 -1.79 -0.33
H -1.690769 0.903251 -2.387541 1.67 0.11 -0.49
H -0.825478 -0.463063 -4.203959 0.59 0.64 0.35
H 1.070234 1.465720 -5.369781 -0.41 -0.96 1.15
H 1.175117 -0.366159 -5.181226 -0.12 1.61 0.82
H 1.748423 0.739192 -3.812038 -1.15 -0.14 -0.92
H 4.871638 3.432084 0.602948 -1.89 0.06 -0.36
H 3.750711 4.326909 -0.533471 0.03 -1.48 1.10
H 1.920189 3.912234 1.593777 1.48 0.36 0.45
H 2.950270 5.412031 1.341162 0.23 -1.84 0.41
H 3.827528 2.474328 4.225530 -0.53 1.47 -1.04
C 4.847178 6.015473 -3.009223 -0.13 0.61 0.93
O 4.802010 5.650628 -4.197773 0.05 -0.38 -1.02
O 5.285675 5.305231 -2.050557 0.68 -1.90 0.70
O 4.463763 7.148112 -2.584834 -0.72 1.58 -0.45

Entry 3:
69
Properties=species:S:1:pos:R:3:forces:R:3 method="wB97M-V/def2-TZVPD" orbital_gap_ha=0.3416 e_tot_ev=-36598.30902 smiles="CN(C(=O)CCc1nnc(CCCCc2ccccc2)o1)C1CC(C)(C)NC(C)(C)C1" total_charge=0 spin_multiplicity=1
C 0.622137 1.458272 -3.084707 -0.25 0.12 -0.17
N 1.549493 1.549060 -1.977823 0.15 -0.21 0.01
C 1.766612 2.680589 -1.277475 -0.03 0.21 -0.35
O 2.546080 2.728951 -0.337696 0.13 0.25 0.38
C 0.982033 3.933840 -1.658496 0.05 -0.09 0.28
C 0.222190 4.378510 -0.403642 0.10 0.11 0.09
C -0.642785 3.269122 0.064986 -0.28 -0.16 -0.33
N -1.268074 2.398823 -0.657955 0.71 1.04 -0.59
N -1.887082 1.546598 0.190159 -0.49 -0.78 0.88
C -1.612641 1.937627 1.390183 -0.10 -0.40 -0.26
C -2.090771 1.361678 2.665726 0.01 0.25 0.17
C -3.446170 1.970458 3.062307 -0.01 -0.02 -0.15
C -4.570341 1.639166 2.078946 -0.11 -0.03 0.25
C -5.234999 0.281095 2.337156 0.03 0.20 -0.16
C -4.321858 -0.890000 2.108381 -0.17 -0.14 0.08
C -3.840851 -1.168582 0.833436 -0.04 -0.03 0.06
C -3.002140 -2.245794 0.617256 0.00 0.00 -0.08
C -2.634999 -3.066246 1.671741 0.08 -0.09 0.03
C -3.110345 -2.799907 2.943691 0.08 -0.08 0.06
C -3.948445 -1.719075 3.158610 -0.03 0.05 -0.03
O -0.823759 3.037745 1.382130 0.04 0.10 0.15
C 2.163901 0.322130 -1.483695 0.18 -0.19 0.12
C 3.105049 -0.314242 -2.502454 -0.03 -0.07 0.32
C 3.812731 -1.541337 -1.907991 0.32 0.04 -0.37
C 4.452354 -2.343842 -3.052583 -0.17 0.23 0.18
C 4.938437 -1.111516 -0.948845 -0.25 0.01 -0.13
N 2.815719 -2.420206 -1.317554 -0.02 -0.22 -0.08
C 1.787772 -1.930455 -0.412244 -0.41 -0.09 0.17
C 0.747035 -3.055558 -0.308071 0.16 0.29 -0.06
C 2.278946 -1.615291 1.012965 -0.06 0.05 -0.27
C 1.120052 -0.701608 -1.044316 0.31 0.01 0.10
H 0.692747 0.464531 -3.516620 0.01 0.00 -0.05
H 0.876472 2.179776 -3.863029 -0.05 -0.07 -0.04
H -0.403784 1.620719 -2.745406 0.05 -0.04 -0.12
H 0.279301 3.765486 -2.466679 0.02 0.04 -0.07
H 1.692617 4.711475 -1.942565 -0.02 -0.05 -0.05
H 0.926661 4.616870 0.395143 -0.04 0.04 -0.10
H -0.386284 5.261529 -0.615122 0.05 -0.01 0.05
H -2.188532 0.283957 2.546205 0.16 0.05 0.01
H -1.353281 1.580353 3.439806 0.02 -0.12 -0.01
H -3.708107 1.607237 4.057655 -0.02 0.05 0.08
H -3.329657 3.055481 3.126044 0.01 -0.02 0.09
H -5.341615 2.408978 2.157822 0.02 0.01 -0.08
H -4.176035 1.661043 1.062073 -0.10 0.09 -0.05
H -6.092013 0.192718 1.663709 -0.05 -0.02 0.08
H -5.613249 0.256548 3.361870 -0.06 -0.02 -0.02
H -4.117856 -0.532366 0.007185 -0.01 0.10 -0.11
H -2.637074 -2.448228 -0.378710 0.05 -0.01 -0.10
H -1.985661 -3.912974 1.502842 0.06 -0.06 -0.02
H -2.830243 -3.435943 3.771121 0.02 -0.05 0.06
H -4.317296 -1.518613 4.155260 -0.06 0.04 0.08
H 2.744273 0.646168 -0.616030 -0.10 -0.11 -0.16
H 3.849832 0.414255 -2.825834 0.05 0.02 -0.05
H 2.537735 -0.639551 -3.376188 -0.03 -0.01 -0.10
H 5.103701 -1.708677 -3.647046 0.16 0.06 -0.06
H 3.677552 -2.755276 -3.693925 -0.09 -0.02 -0.06
H 5.040478 -3.167599 -2.654717 0.12 -0.14 0.04
H 4.601794 -0.377536 -0.224525 0.00 0.09 0.14
H 5.757177 -0.672913 -1.514502 0.13 0.08 -0.04
H 5.320749 -1.977015 -0.410292 0.05 -0.09 0.05
H 3.267008 -3.236059 -0.919761 -0.01 -0.04 -0.03
H 0.450944 -3.379316 -1.302322 -0.03 -0.01 -0.11
H -0.130009 -2.705767 0.228756 -0.12 0.00 0.15
H 1.164097 -3.910082 0.220462 0.04 -0.15 0.10
H 2.865933 -0.703770 1.053812 0.10 0.11 0.06
H 1.424254 -1.494608 1.675035 -0.09 0.04 0.12
H 2.889632 -2.434840 1.388340 0.05 -0.09 0.05
H 0.426682 -0.251589 -0.332301 -0.07 0.01 0.04
H 0.545778 -1.034408 -1.909691 -0.10 -0.04 -0.08